This record from the OMol25 dataset describes a 11-piece molecular cluster, C24H74N4O12 overall. The level of theory is wB97M-V/def2-TZVPD.

Each line ends with the Mulliken charge.
Positions of all 114 atoms, in Å:
O 6.364 19.166 -20.807  -0.36
O 2.342 22.821 -24.043  -0.54
O 10.798 23.068 -17.896  -0.56
O 3.816 25.269 -19.807  -0.42
O 2.440 19.057 -15.949  -0.54
O 7.057 21.964 -20.468  -0.04
O 9.102 18.658 -24.558  -0.59
O 4.255 21.562 -16.607  -0.62
O 9.482 26.150 -22.724  -0.37
O 6.499 21.537 -24.754  -0.24
O 2.326 26.627 -14.852  -0.45
O 6.384 28.454 -19.087  -0.43
N 4.338 24.274 -16.953  0.87
N 6.717 25.915 -16.351  -0.55
N 8.273 22.621 -23.032  -0.37
N 9.284 21.209 -25.748  -0.75
C 8.381 18.666 -23.357  -0.48
C 5.859 22.316 -19.832  -0.51
C 5.981 27.656 -17.971  -0.28
C 9.905 22.657 -18.910  -0.20
C 1.094 25.969 -14.780  -0.68
C 5.064 18.696 -21.196  -0.49
C 10.225 26.876 -21.740  -0.66
C 9.314 24.763 -22.400  -0.12
C 5.254 21.064 -24.220  -0.44
C 3.163 26.174 -15.915  -0.17
C 3.420 24.624 -15.878  0.38
C 7.364 29.437 -18.838  -0.75
C 8.381 24.019 -23.364  0.81
C 6.763 20.916 -25.992  -0.76
C 7.124 26.743 -17.490  0.31
C 8.383 20.960 -27.964  -1.64
C 3.024 21.056 -17.121  0.34
C 3.071 19.535 -17.149  -0.64
C 3.040 23.461 -22.972  -0.19
C 2.413 25.344 -19.587  -0.64
C 7.662 25.860 -18.634  -0.98
C 8.089 21.488 -26.560  0.39
C 4.052 24.148 -14.570  -1.52
C 7.035 24.727 -23.320  -1.23
H 5.138 27.110 -18.390  -0.30
H 2.556 24.389 -22.665  0.34
H 9.283 21.349 -28.436  0.38
H 4.079 26.756 -15.840  -0.03
H 4.081 25.689 -20.631  0.23
H 9.280 20.232 -25.448  0.64
H 3.896 23.078 -14.431  0.40
H 8.834 24.125 -24.354  0.26
H 6.902 25.241 -19.116  0.07
H 8.405 29.131 -18.973  0.22
H 0.461 26.530 -14.088  0.29
H 9.693 23.503 -19.570  -0.06
H 1.864 24.675 -20.252  0.34
H 8.832 24.789 -21.413  -0.57
H 5.201 17.831 -21.847  0.29
H 9.854 26.814 -20.713  0.17
H 3.185 22.847 -22.080  0.14
H 7.440 22.292 -23.542  0.20
H 8.640 18.061 -25.155  0.32
H 10.276 24.281 -22.199  0.56
H 1.386 22.847 -23.970  0.28
H 2.295 25.019 -18.555  0.06
H 4.619 19.491 -21.790  0.10
H 5.034 21.824 -20.361  -0.07
H 3.993 24.596 -17.852  -0.65
H 8.974 22.331 -18.446  0.16
H 8.524 17.815 -22.680  0.41
H 1.118 24.950 -14.387  0.25
H 7.255 29.801 -17.812  0.35
H 4.048 23.708 -23.304  0.00
H 2.139 21.440 -16.611  0.19
H 6.926 21.017 -20.618  -0.03
H 7.922 22.559 -22.074  0.26
H 7.290 18.678 -23.432  0.07
H 7.445 25.228 -16.171  0.23
H 7.078 25.801 -23.495  0.50
H 8.023 27.335 -17.287  0.40
H 2.433 19.147 -17.944  0.35
H 5.121 24.362 -14.580  0.23
H 2.696 26.369 -16.886  0.34
H 6.552 24.548 -22.354  0.00
H 8.415 25.194 -18.208  0.49
H 7.596 21.212 -28.682  0.39
H 3.616 24.608 -13.682  0.40
H 5.178 21.327 -23.165  -0.38
H 10.185 27.947 -21.939  0.28
H 10.190 21.825 -19.561  0.36
H 6.786 18.462 -20.307  0.20
H 1.969 26.340 -19.634  0.33
H 6.756 19.824 -25.981  0.36
H 5.208 24.787 -16.783  -0.19
H 8.414 19.869 -27.916  0.31
H 0.514 26.048 -15.706  0.29
H 8.100 26.473 -19.420  0.02
H 6.099 21.283 -26.786  0.31
H 4.434 21.522 -24.777  0.44
H 3.124 21.393 -18.162  0.03
H 1.623 18.630 -16.208  0.31
H 6.378 24.230 -24.039  0.33
H 5.663 28.326 -17.166  0.56
H 7.161 30.253 -19.531  0.30
H 5.184 19.977 -24.300  0.36
H 8.093 22.581 -26.583  0.30
H 4.431 18.456 -20.342  0.25
H 11.549 23.421 -18.384  0.32
H 8.669 19.527 -22.754  0.17
H 4.211 22.538 -16.670  0.19
H 4.126 19.267 -17.211  0.21
H 11.271 26.565 -21.775  0.34
H 5.744 21.987 -18.793  0.45
H 5.612 23.377 -19.786  -0.10
H 6.749 26.462 -15.495  0.31
H 2.467 24.110 -16.021  0.58
H 9.102 21.665 -24.859  0.24

Computed properties:
SMILES: COC[C@H](C)N.COC[C@H](C)N.COC[C@H](C)N.COC[C@H](C)N.OCCO.CO.CO.CO.CO.CO.CO
Largest force on an atom (hartree/bohr): 0.0545
LUMO level (eV): 0.26


This record from the OMol25 dataset describes a 12-piece molecular cluster, C24H75N3O12 overall. The level of theory is wB97M-V/def2-TZVPD.

Each line ends with the Mulliken charge.
Positions of all 114 atoms, in Å:
O -13.005 -21.205 3.639  -0.15
O -11.227 -19.184 3.882  0.08
O -14.750 -20.057 -0.635  -0.34
O -9.099 -16.308 2.379  -0.54
O -15.087 -16.189 0.524  -0.14
O -14.544 -19.513 2.079  0.23
O -13.472 -15.549 3.772  -0.35
O -9.672 -24.557 -0.219  -0.60
O -13.445 -18.754 -2.632  -0.48
O -9.590 -23.373 2.667  -0.17
O -11.295 -18.505 -0.676  -0.07
O -8.957 -16.792 -0.308  -0.32
N -17.669 -16.935 -0.599  -0.71
N -6.420 -17.223 4.789  -0.78
N -11.632 -23.892 5.736  -0.60
C -16.479 -16.678 -1.409  1.69
C -13.978 -22.016 4.333  -0.78
C -15.601 -18.751 2.745  0.35
C -10.950 -23.970 -0.440  -0.37
C -7.728 -16.625 -0.953  -0.82
C -13.692 -14.170 3.716  -0.38
C -10.725 -19.393 0.224  0.83
C -6.866 -18.341 2.624  -1.11
C -16.868 -16.122 -2.757  -1.58
C -16.866 -19.580 2.878  -1.22
C -9.374 -19.952 -0.253  -0.86
C -10.504 -16.393 2.414  0.09
C -8.360 -22.634 2.878  -1.08
C -13.786 -16.701 0.458  -0.33
C -11.807 -18.624 5.065  -0.79
C -8.502 -16.646 3.616  -0.69
C -12.910 -18.213 -3.809  -0.78
C -10.686 -23.184 3.584  0.33
C -10.518 -25.518 4.626  -1.66
C -15.673 -15.636 -0.645  -1.36
C -7.048 -17.056 3.432  0.44
C -15.400 -21.271 -0.669  -0.80
C -10.504 -24.065 4.810  0.84
C -13.330 -13.576 2.378  -0.72
H -12.700 -18.783 -1.983  0.27
H -9.568 -24.308 0.732  0.37
H -13.098 -13.696 4.470  0.33
H -11.542 -24.567 -1.085  0.38
H -13.764 -17.993 -4.516  0.24
H -8.499 -22.037 3.775  0.39
H -14.203 -21.624 5.391  0.22
H -14.705 -22.087 -0.759  0.21
H -17.461 -16.971 0.385  0.18
H -5.800 -18.537 2.528  0.52
H -14.166 -16.042 3.340  0.18
H -12.181 -18.923 -4.233  0.28
H -9.074 -20.821 0.395  -0.07
H -18.228 -17.713 -1.018  0.28
H -10.768 -26.116 5.453  0.47
H -15.722 -17.878 2.169  -0.03
H -13.515 -20.640 3.023  0.18
H -10.746 -17.442 2.675  -0.62
H -7.311 -18.199 1.621  -0.06
H -17.317 -15.134 -2.567  0.32
H -8.537 -15.858 4.342  0.24
H -15.880 -17.635 -1.541  -0.35
H -9.505 -23.789 5.261  0.10
H -15.117 -18.614 3.716  0.07
H -12.301 -13.623 2.093  0.22
H -16.025 -21.360 0.213  0.21
H -17.345 -19.468 1.902  0.31
H -11.239 -25.833 3.843  0.28
H -10.614 -17.873 -0.908  0.15
H -7.069 -17.503 -0.891  0.32
H -11.784 -22.920 6.033  0.15
H -7.133 -15.798 -0.640  0.34
H -14.963 -15.256 -1.356  0.39
H -13.536 -17.142 1.420  -0.04
H -10.816 -23.017 -0.969  0.15
H -7.624 -23.279 3.202  0.49
H -17.491 -16.708 -3.354  0.49
H -13.879 -14.011 1.557  -0.04
H -12.364 -17.331 -3.543  0.28
H -14.647 -19.479 1.115  0.01
H -5.517 -17.522 4.485  0.28
H -12.869 -18.744 5.035  0.16
H -8.041 -22.162 1.951  0.23
H -7.963 -16.403 -2.029  0.25
H -11.554 -23.469 2.987  0.18
H -11.448 -20.213 0.295  0.44
H -7.423 -19.124 3.138  0.35
H -11.434 -19.003 5.980  0.39
H -10.817 -22.165 3.882  -0.43
H -9.054 -17.463 4.109  0.17
H -10.882 -15.815 3.271  0.39
H -14.877 -22.072 3.701  0.17
H -11.543 -20.066 3.796  0.16
H -9.501 -20.253 -1.292  0.41
H -11.600 -17.503 4.958  0.11
H -6.517 -16.211 2.956  0.33
H -17.498 -19.195 3.711  0.36
H -16.533 -20.600 3.049  0.13
H -14.768 -13.970 3.981  0.35
H -15.898 -15.993 -3.275  0.30
H -9.545 -25.767 4.248  0.32
H -11.429 -24.434 6.552  0.27
H -8.828 -16.679 0.640  0.44
H -13.567 -12.543 2.481  0.48
H -15.981 -21.313 -1.591  0.34
H -6.317 -16.262 5.126  0.28
H -13.662 -23.071 4.536  0.28
H -11.535 -23.827 0.504  0.04
H -13.549 -17.235 -0.438  0.12
H -10.689 -18.906 1.216  -0.87
H -10.889 -16.025 1.463  0.24
H -8.603 -19.166 -0.281  0.11
H -16.312 -14.810 -0.306  0.45
H -14.681 -19.646 -1.515  0.27
H -13.121 -15.816 0.331  0.33

Computed properties:
SMILES: COC[C@H](C)N.COC[C@H](C)N.COC[C@H](C)N.CCO.CCO.CCO.CO.CO.CO.CO.CO.CO
Largest force on an atom (hartree/bohr): 0.0691
LUMO level (eV): 0.67


Calculated total energy: -56612.293, -55139.125 (eV)
E_HOMO: -8.3, -8.9 (eV)
Relative energy (zero: lowest compared OMol25 entry of this formula, charge and spin): 0.0, 313.7 (kJ/mol)